Entry 1:
This record from the Open Molecules 2025 dataset describes C29H21AsBrCdN3O10S as an isolated structure in a non-equilibrium geometry. The level of theory is ωB97M-V with the def2-TZVPD basis set.

The geometry in XYZ format:
```
67
Properties=species:S:1:pos:R:3:nbo_charge:R:1
Cd 1.24 2.06 -1.02 1.753
C -2.50 -10.44 3.56 -0.244
O -1.41 -9.58 3.70 -0.512
C -1.61 -8.24 3.40 0.258
C -0.45 -7.48 3.24 -0.256
C -0.54 -6.15 2.88 -0.243
C -1.78 -5.54 2.67 0.192
C -2.93 -6.30 2.89 -0.227
C -2.85 -7.64 3.24 -0.313
N -1.92 -4.22 2.31 -0.370
N -0.89 -3.72 1.69 -0.201
C -0.88 -2.43 1.38 0.043
C -1.85 -1.47 1.76 -0.155
C -1.77 -0.16 1.40 -0.327
C -0.70 0.36 0.61 0.468
O -0.60 1.56 0.30 -0.682
C 0.30 -0.62 0.17 0.074
N 1.28 -0.16 -0.61 -0.506
C 2.23 -0.98 -1.01 0.058
C 2.27 -2.33 -0.63 -0.259
C 1.27 -2.82 0.17 -0.147
C 0.23 -1.97 0.58 -0.053
H -2.10 -11.45 3.63 0.184
H -2.98 -10.31 2.58 0.173
H -3.25 -10.29 4.35 0.163
H 0.50 -7.96 3.39 0.210
H 0.35 -5.56 2.74 0.228
H -3.90 -5.84 2.76 0.211
H -3.76 -8.20 3.38 0.204
H -2.67 -1.84 2.36 0.221
H -2.52 0.55 1.73 0.212
H 2.99 -0.55 -1.65 0.227
H 3.09 -2.96 -0.94 0.206
H 1.25 -3.85 0.50 0.225
O 2.89 1.81 -4.48 -1.088
As 3.59 2.73 -3.09 1.656
O 2.10 3.96 -2.88 -0.832
O 3.24 1.79 -1.81 -1.295
C 1.51 4.36 -4.00 0.330
C 2.11 5.26 -4.89 -0.276
C 1.43 5.69 -6.00 -0.201
C 0.13 5.28 -6.24 -0.278
C -0.46 4.35 -5.40 -0.190
C 0.23 3.88 -4.30 -0.325
S -0.43 2.63 -3.19 2.409
O -1.73 2.28 -3.73 -0.989
O -0.48 3.29 -1.89 -1.046
O 0.51 1.50 -3.18 -1.064
H 2.04 1.50 -4.13 0.502
H 3.13 5.57 -4.68 0.211
H 1.92 6.36 -6.70 0.194
H -0.41 5.65 -7.11 0.196
H -1.45 3.97 -5.58 0.231
Br -1.97 8.16 1.87 -0.026
C -0.70 6.72 1.84 -0.073
C 0.18 6.60 2.90 -0.278
C 1.08 5.55 2.88 -0.169
C 1.10 4.65 1.83 -0.152
C 0.21 4.81 0.78 -0.093
C -0.71 5.85 0.78 -0.264
C 2.11 3.48 1.86 0.775
O 2.83 3.42 2.86 -0.720
O 2.13 2.69 0.88 -0.850
H 0.16 7.31 3.71 0.208
H 1.79 5.42 3.69 0.235
H 0.21 4.11 -0.05 0.221
H -1.41 5.95 -0.04 0.226
```

net charge	-2
multiplicity	1
E	-201644.443	eV

***

Entry 2:
This record from the Open Molecules 2025 dataset describes a 5-piece molecular cluster, C29H21BrFNO12 overall in a non-equilibrium geometry. The level of theory is ωB97M-V with the def2-TZVPD basis set.

The geometry in XYZ format:
```
65
Properties=species:S:1:pos:R:3:nbo_charge:R:1
O 4.84 -4.29 0.37 -0.513
C 4.76 -3.16 0.03 0.837
F 5.09 -2.17 0.83 -0.309
C 4.29 -2.71 -1.33 -0.195
O 3.83 -1.36 -1.28 -0.537
C 2.53 -1.18 -1.65 0.886
O 2.28 -0.81 -2.76 -0.574
N 1.57 -1.28 -0.65 -0.623
C 1.47 -2.58 0.01 -0.350
C 0.91 -3.70 -0.85 0.489
O 1.30 -4.82 -0.75 -0.491
Br -0.56 -3.27 -2.04 0.000
H 3.54 -3.39 -1.67 0.223
H 5.15 -2.79 -1.99 0.232
H 0.68 -1.06 -1.08 0.423
H 0.77 -2.46 0.82 0.275
H 2.39 -2.93 0.43 0.226
O 6.36 4.37 -0.80 -0.489
C 5.63 3.69 -0.10 0.485
C 5.20 4.14 1.24 -0.234
C 4.41 3.40 2.00 -0.231
C 3.91 2.08 1.54 0.475
O 3.19 1.40 2.23 -0.489
C 4.34 1.62 0.20 -0.226
C 5.14 2.37 -0.57 -0.229
H 5.57 5.11 1.56 0.232
H 4.08 3.71 2.99 0.231
H 3.98 0.65 -0.12 0.239
H 5.46 2.05 -1.55 0.232
O -0.30 5.63 -3.61 -0.476
C -0.46 4.55 -3.09 0.470
C 0.24 3.34 -3.58 -0.212
C 0.06 2.15 -3.00 -0.241
C -0.85 2.00 -1.84 0.491
O -1.02 0.92 -1.30 -0.514
C -1.55 3.21 -1.35 -0.244
C -1.37 4.39 -1.92 -0.206
H 0.90 3.47 -4.42 0.236
H 0.55 1.25 -3.34 0.252
H -2.21 3.08 -0.50 0.223
H -1.87 5.29 -1.58 0.234
O -6.94 2.19 0.60 -0.488
C -6.20 1.31 0.18 0.472
C -6.74 0.03 -0.33 -0.220
C -5.94 -0.92 -0.78 -0.239
C -4.46 -0.75 -0.79 0.489
O -3.74 -1.64 -1.19 -0.493
C -3.92 0.53 -0.28 -0.250
C -4.73 1.49 0.17 -0.232
H -7.82 -0.07 -0.32 0.232
H -6.31 -1.87 -1.16 0.232
H -2.84 0.65 -0.30 0.264
H -4.36 2.43 0.55 0.222
O -1.03 -1.48 1.41 -0.517
C -1.71 -2.08 2.22 0.484
C -1.96 -1.51 3.57 -0.228
C -2.70 -2.16 4.46 -0.224
C -3.32 -3.47 4.14 0.474
O -4.00 -4.06 4.94 -0.477
C -3.08 -4.03 2.78 -0.224
C -2.33 -3.38 1.89 -0.231
H -1.49 -0.56 3.78 0.235
H -2.89 -1.77 5.45 0.235
H -3.54 -4.99 2.56 0.236
H -2.14 -3.77 0.90 0.240
```

SMILES string	O=C(F)COC(=O)NCC(=O)Br.O=C1C=CC(=O)C=C1.O=C1C=CC(=O)C=C1.O=C1C=CC(=O)C=C1.O=C1C=CC(=O)C=C1
net charge	0
multiplicity	1
E	-129228.948	eV
energy above the lowest of the compared OMol25 structures with the same formula, charge and spin	0.0	kJ/mol

***

Entry 3:
This record from the Open Molecules 2025 dataset describes C29H22BF4GeI2MnN5O as an isolated structure in a non-equilibrium geometry. The level of theory is ωB97M-V with the def2-TZVPD basis set.

The geometry in XYZ format:
```
66
Properties=species:S:1:pos:R:3:nbo_charge:R:1
Mn 0.12 0.79 0.12 1.305
I 4.21 3.88 -5.27 0.338
C 2.87 2.82 -4.05 -0.053
C 1.50 2.89 -4.30 -0.277
C 0.65 2.15 -3.51 -0.130
I -1.43 2.14 -3.71 0.358
C 1.13 1.38 -2.43 0.487
O 0.29 0.73 -1.69 -0.650
C 2.53 1.36 -2.18 -0.084
C 2.99 0.57 -0.98 -0.238
N 2.20 0.98 0.20 -0.625
C 2.66 0.40 1.47 -0.260
C 1.68 0.81 2.54 0.244
C 2.07 1.05 3.85 -0.223
C 1.13 1.52 4.76 -0.093
C -0.16 1.74 4.31 -0.223
C -0.48 1.44 3.00 0.108
N 0.41 0.98 2.13 -0.503
C 3.38 2.07 -2.99 -0.187
H 1.12 3.50 -5.10 0.263
H 4.07 0.74 -0.81 0.225
H 2.82 -0.50 -1.15 0.236
H 2.34 2.00 0.28 0.448
H 3.67 0.75 1.73 0.231
H 2.69 -0.70 1.37 0.242
H 3.09 0.89 4.15 0.242
H 1.41 1.74 5.78 0.245
H -0.92 2.13 4.97 0.252
H -1.49 1.60 2.63 0.232
H 4.44 2.04 -2.81 0.245
F 0.98 4.40 -1.26 -0.537
B 0.67 4.13 0.02 1.360
F -0.12 2.78 -0.05 -0.659
F 1.78 3.73 0.74 -0.563
F -0.11 4.99 0.67 -0.511
Ge 0.13 -1.70 0.01 1.053
C -0.69 -2.30 1.72 -0.333
C 0.10 -3.02 2.61 -0.249
C -0.46 -3.54 3.76 -0.203
C -1.79 -3.29 4.06 -0.187
C -2.58 -2.56 3.19 -0.185
C -2.03 -2.06 2.02 -0.241
C -0.58 -2.32 -1.73 -0.444
C 0.26 -3.11 -2.52 -0.220
C -0.19 -3.59 -3.74 -0.192
C -1.46 -3.26 -4.19 -0.184
C -2.29 -2.47 -3.41 -0.214
C -1.85 -2.00 -2.19 -0.138
H 1.53 -2.37 0.04 -0.160
H 1.14 -3.21 2.38 0.213
H 0.15 -4.12 4.43 0.225
H -2.22 -3.68 4.97 0.227
H -3.62 -2.37 3.41 0.239
H -2.65 -1.50 1.34 0.206
H 1.25 -3.35 -2.18 0.215
H 0.45 -4.21 -4.34 0.223
H -1.80 -3.62 -5.15 0.227
H -3.28 -2.22 -3.76 0.230
H -2.50 -1.38 -1.59 0.196
N -1.67 0.59 0.16 -0.617
C -2.82 0.64 -0.09 0.607
C -4.16 0.55 -0.25 -0.526
C -4.81 0.95 -1.43 0.280
N -5.36 1.24 -2.39 -0.286
C -4.91 -0.05 0.78 0.283
N -5.48 -0.58 1.62 -0.291
```

net charge	+1
multiplicity	5
E	-155509.602	eV

***

Entry 4:
This record from the Open Molecules 2025 dataset describes C29H22Cl2F5N5O2S2Ta as an isolated structure in a non-equilibrium geometry. The level of theory is ωB97M-V with the def2-TZVPD basis set.

The geometry in XYZ format:
```
68
Properties=species:S:1:pos:R:3:nbo_charge:R:1
Ta -0.27 0.17 -0.16 2.216
Cl -5.52 4.06 -4.25 0.149
C -4.69 2.85 -3.36 -0.011
C -3.46 2.40 -3.85 -0.168
C -2.44 1.85 -3.04 -0.077
Cl -0.80 2.00 -3.61 0.080
C -2.77 1.49 -1.73 0.293
O -1.79 0.91 -0.91 -0.723
C -4.04 1.86 -1.20 -0.219
C -4.52 1.68 0.13 0.443
O -4.05 0.97 1.04 -0.587
C -4.91 2.59 -2.02 -0.134
H -3.29 2.57 -4.90 0.270
H -5.32 2.39 0.39 0.165
H -5.80 2.96 -1.53 0.255
N 3.39 0.84 1.96 -0.471
C 3.60 -0.54 2.00 0.166
C 4.72 -1.24 2.48 -0.229
C 4.90 -2.54 1.98 -0.157
C 4.11 -3.10 0.94 -0.151
C 2.95 -2.39 0.53 -0.214
C 2.72 -1.12 1.07 0.073
N 1.87 -0.05 0.59 -0.644
C 2.34 1.13 1.18 0.401
C 1.59 2.35 1.06 0.072
C 1.23 3.38 1.98 -0.333
S -0.04 4.41 1.41 0.701
C -0.40 3.19 0.25 -0.095
N 0.54 2.22 0.08 -0.556
H 4.13 1.52 2.24 0.470
H 5.41 -0.83 3.26 0.269
H 5.77 -3.16 2.39 0.272
H 4.38 -4.06 0.51 0.264
H 2.37 -2.68 -0.33 0.236
H 1.71 3.78 2.82 0.281
H -1.04 3.36 -0.59 0.270
F 5.35 0.03 -5.64 -0.233
C 4.29 -0.10 -4.80 0.365
C 3.93 0.83 -3.77 0.266
F 4.73 1.91 -3.49 -0.274
C 2.70 0.82 -3.15 0.367
F 2.10 1.93 -2.65 -0.314
C 1.83 -0.26 -3.25 -0.286
S 0.32 -0.56 -2.27 0.068
C 2.23 -1.24 -4.22 0.367
F 1.41 -2.34 -4.32 -0.282
C 3.31 -1.06 -5.09 0.295
F 3.32 -1.68 -6.26 -0.238
C -1.90 -0.09 2.74 -0.278
C -2.71 -0.96 3.68 -0.261
N -2.48 -2.43 3.47 -0.332
C -2.96 -2.72 2.12 -0.267
C -2.43 -1.72 1.05 -0.284
N -1.29 -0.88 1.59 -0.559
C -0.36 -1.96 2.17 -0.239
C -1.03 -2.66 3.37 -0.278
H -1.09 0.40 3.23 0.203
H -2.56 0.67 2.32 0.271
H -3.76 -0.88 3.46 0.233
H -2.47 -0.73 4.70 0.242
H -4.04 -2.66 2.14 0.245
H -2.64 -3.74 1.86 0.229
H -3.24 -1.01 0.72 0.266
H -2.09 -2.21 0.13 0.217
H 0.59 -1.41 2.46 0.220
H -0.15 -2.56 1.26 0.214
H -0.62 -2.24 4.29 0.226
H -0.86 -3.74 3.33 0.251
```

net charge	+3
multiplicity	1
E	-103800.152	eV
energy above the lowest of the compared OMol25 structures with the same formula, charge and spin	72.0	kJ/mol

***

Entry 5:
This record from the Open Molecules 2025 dataset describes C29H22ClIrN6O5S3 as an isolated structure in a non-equilibrium geometry. The level of theory is ωB97M-V with the def2-TZVPD basis set.

The geometry in XYZ format:
```
67
Properties=species:S:1:pos:R:3:nbo_charge:R:1
Ir -0.06 -0.53 1.80 1.285
O 4.12 3.36 0.78 -0.645
C 2.99 3.76 0.21 0.778
O 2.89 4.80 -0.37 -0.524
C 1.80 2.84 0.32 -0.241
C 0.58 3.04 -0.31 0.191
Cl 0.24 4.21 -1.47 0.181
N -0.30 2.07 0.07 -0.172
N 0.34 1.25 0.95 -0.231
C 1.58 1.70 1.09 0.063
C 2.41 0.86 1.97 0.746
O 3.59 1.03 2.18 -0.544
O 1.70 -0.08 2.58 -0.609
C -1.71 1.91 -0.22 0.180
C -2.29 0.64 -0.19 -0.256
C -3.63 0.48 -0.49 -0.185
C -4.41 1.58 -0.81 -0.178
C -3.84 2.84 -0.79 -0.177
C -2.50 3.01 -0.50 -0.217
H 4.05 2.51 1.25 0.508
H -1.70 -0.24 0.02 0.193
H -4.06 -0.51 -0.48 0.228
H -5.46 1.45 -1.06 0.242
H -4.45 3.72 -1.01 0.244
H -2.10 4.01 -0.47 0.243
N 0.38 2.06 4.24 -0.766
C -0.76 1.37 4.17 0.290
N -0.97 0.29 3.42 -0.505
C -2.23 -0.28 3.70 0.098
C -2.98 0.41 4.56 -0.388
S -2.13 1.80 5.12 0.508
C -2.41 -1.60 3.12 0.112
C -3.37 -2.53 3.29 -0.385
S -2.93 -4.01 2.51 0.511
C -1.44 -3.32 2.01 0.299
N -1.32 -2.04 2.35 -0.620
N -0.50 -4.00 1.35 -0.746
H 1.22 1.61 3.93 0.425
H 0.47 2.82 4.90 0.432
H -3.98 0.19 4.92 0.276
H -4.29 -2.44 3.83 0.277
H -0.57 -5.00 1.25 0.434
H 0.41 -3.57 1.25 0.430
O 0.82 -1.44 0.14 -1.006
S 0.54 -2.09 -1.23 1.274
C 0.12 -0.78 -2.35 -0.306
C -0.99 -0.97 -3.15 -0.182
C -1.34 0.01 -4.06 -0.195
C -0.57 1.16 -4.16 -0.178
C 0.55 1.34 -3.35 -0.135
C 0.90 0.37 -2.43 -0.234
C 2.16 -2.51 -1.80 -0.197
C 2.22 -3.43 -2.84 -0.229
C 3.46 -3.73 -3.38 -0.182
C 4.60 -3.13 -2.87 -0.165
C 4.52 -2.23 -1.82 -0.173
C 3.29 -1.91 -1.26 -0.241
H -1.57 -1.89 -3.08 0.234
H -2.21 -0.12 -4.70 0.242
H -0.83 1.92 -4.89 0.241
H 1.16 2.23 -3.46 0.229
H 1.78 0.49 -1.80 0.231
H 1.32 -3.90 -3.22 0.233
H 3.53 -4.44 -4.19 0.242
H 5.57 -3.38 -3.29 0.242
H 5.42 -1.78 -1.42 0.239
H 3.21 -1.24 -0.42 0.232
```

net charge	+2
multiplicity	1
E	-97462.168	eV
energy above the lowest of the compared OMol25 structures with the same formula, charge and spin	91.9	kJ/mol

***

Entry 6:
This record from the Open Molecules 2025 dataset describes a 2-piece molecular cluster, C29H22F4NOS overall in a non-equilibrium geometry. The level of theory is ωB97M-V with the def2-TZVPD basis set.

The geometry in XYZ format:
```
58
Properties=species:S:1:pos:R:3:nbo_charge:R:1
F -2.41 4.44 -2.77 -0.310
C -2.17 3.08 -2.81 0.409
C -3.18 2.25 -3.28 -0.273
C -2.94 0.87 -3.19 0.412
F -3.91 0.01 -3.65 -0.308
C -1.77 0.35 -2.68 -0.233
C -0.68 1.21 -2.34 -0.035
C 0.57 0.59 -1.98 0.075
C 1.85 1.14 -2.34 -0.146
C 3.00 0.33 -2.10 -0.150
C 4.25 0.73 -2.54 0.383
F 5.32 -0.13 -2.37 -0.310
C 4.49 1.95 -3.17 -0.250
C 3.37 2.76 -3.36 0.410
F 3.55 3.97 -3.99 -0.309
C 2.08 2.39 -2.98 -0.224
C -0.93 2.61 -2.37 -0.274
H -4.12 2.64 -3.66 0.272
H -1.64 -0.73 -2.57 0.244
H 0.54 -0.49 -1.90 0.253
H 2.87 -0.63 -1.61 0.251
H 5.48 2.24 -3.50 0.272
H 1.26 3.06 -3.22 0.244
H -0.18 3.32 -2.02 0.244
C 2.01 -2.62 0.35 -0.256
O 1.21 -1.65 -0.36 -0.584
C 0.35 -0.82 0.34 0.131
C 0.96 0.29 1.10 -0.125
C 1.86 0.02 2.15 -0.209
C 2.40 1.08 2.88 -0.198
C 2.08 2.40 2.55 -0.198
C 1.21 2.67 1.49 -0.225
C 0.62 1.61 0.80 -0.154
C -0.85 -1.45 0.74 0.087
N -1.56 -1.20 1.90 -0.382
C -1.49 0.05 2.65 -0.412
C -2.37 -2.25 2.33 0.216
C -2.37 -3.32 1.44 -0.245
C -3.08 -4.49 1.74 -0.181
C -3.75 -4.57 2.97 -0.208
C -3.71 -3.51 3.88 -0.177
C -3.02 -2.34 3.58 -0.264
S -1.35 -3.00 0.05 0.432
H 2.35 -3.32 -0.43 0.212
H 2.87 -2.12 0.80 0.188
H 1.42 -3.15 1.11 0.189
H 2.09 -1.02 2.40 0.220
H 3.08 0.86 3.70 0.231
H 2.52 3.22 3.12 0.232
H 0.96 3.69 1.20 0.225
H -0.11 1.78 0.01 0.199
H -2.38 0.11 3.27 0.223
H -0.61 0.07 3.31 0.225
H -1.47 0.91 1.98 0.229
H -3.07 -5.30 1.02 0.232
H -4.31 -5.47 3.21 0.235
H -4.21 -3.60 4.85 0.235
H -2.96 -1.51 4.28 0.230
```

net charge	+1
multiplicity	1
E	-55663.458	eV
energy above the lowest of the compared OMol25 structures with the same formula, charge and spin	2.9	kJ/mol

***

Entry 7:
This record from the Open Molecules 2025 dataset describes C29H23AsCl2F6N3O7Ti as an isolated structure in a non-equilibrium geometry. The level of theory is ωB97M-V with the def2-TZVPD basis set.

The geometry in XYZ format:
```
72
Properties=species:S:1:pos:R:3:lowdin_charge:R:1
Ti -0.03 -1.06 -0.39 1.095
C -2.03 0.53 5.12 -0.019
O -2.73 1.70 4.60 -0.069
C -3.01 1.87 3.30 -0.208
C -4.19 2.47 2.96 -0.008
C -4.43 2.87 1.63 -0.043
C -3.54 2.49 0.62 -0.048
C -2.35 1.86 0.92 -0.092
C -1.37 1.90 -0.19 -0.069
N -0.46 1.09 -0.55 -0.022
N 0.38 1.62 -1.58 0.066
C 1.25 0.77 -2.05 -0.452
O 1.51 -0.42 -1.67 -0.079
C 1.91 1.36 -3.28 -0.113
C 3.09 0.83 -3.84 -0.002
C 3.75 1.53 -4.89 -0.092
C 3.14 2.65 -5.40 -0.129
C 2.00 3.26 -4.83 -0.085
C 1.42 2.61 -3.73 -0.032
C -2.04 1.46 2.26 -0.259
O -0.97 0.88 2.56 0.069
H -2.02 0.66 6.20 0.081
H -1.02 0.49 4.72 0.076
H -2.64 -0.36 4.84 0.109
H -4.88 2.72 3.77 0.119
H -5.31 3.43 1.38 0.098
H -3.75 2.79 -0.40 0.117
H -1.45 2.83 -0.74 0.120
H 3.46 -0.07 -3.34 0.119
H 4.62 1.06 -5.33 0.086
H 3.57 3.16 -6.25 0.082
H 1.57 4.12 -5.24 0.071
H 0.56 2.97 -3.19 0.088
Cl 1.90 -4.54 -6.43 0.622
C 1.39 -4.16 -4.85 -0.786
C 1.99 -4.80 -3.79 -0.181
C 1.61 -4.34 -2.49 -0.472
Cl 2.02 -5.50 -1.11 0.520
C 0.74 -3.28 -2.17 -0.410
O 0.39 -2.99 -0.97 -0.166
C 0.11 -2.70 -3.33 -0.119
C -0.92 -1.77 -3.09 -0.162
O -1.00 -1.20 -1.93 -0.252
C 0.44 -3.20 -4.70 -0.077
H 2.72 -5.57 -3.95 0.081
H -1.69 -1.32 -3.79 0.135
H -0.05 -2.73 -5.55 0.091
F -2.77 -1.48 0.06 -0.230
As -4.16 -2.18 0.69 0.734
F -5.05 -0.71 0.30 -0.277
F -3.67 -1.47 2.27 -0.291
F -5.62 -2.88 1.45 -0.294
F -3.26 -3.65 0.90 -0.254
F -4.64 -2.85 -0.80 -0.243
N -0.50 -2.15 1.55 0.041
H 0.34 -2.39 2.08 0.034
H -1.05 -2.95 1.22 0.046
H -1.12 -1.56 2.14 0.056
O 2.22 -1.71 2.26 0.018
C 1.96 -0.56 1.91 -0.622
O 1.35 -0.17 0.90 -0.104
C 2.45 0.58 2.84 -0.081
C 1.87 1.86 2.81 -0.021
C 2.22 2.79 3.79 -0.085
C 3.23 2.49 4.71 -0.122
C 3.86 1.24 4.72 -0.121
C 3.46 0.31 3.80 -0.045
H 1.22 2.14 2.03 0.088
H 1.82 3.78 3.81 0.083
H 3.59 3.23 5.40 0.077
H 4.67 1.05 5.46 0.101
H 3.92 -0.68 3.83 0.111
```

net charge	-2
multiplicity	4
E	-174560.248	eV
energy above the lowest of the compared OMol25 structures with the same formula, charge and spin	0.0	kJ/mol